1.
This record from the OMol25 dataset describes a 9-piece molecular cluster, C32H57F15O22S4 overall. The level of theory is ωB97M-V with the def2-TZVPD basis set.

Element x y z (Å)
1 C -5.3688 8.2862 0.4596
2 C -3.9262 8.5603 0.1084
3 O -3.2230 7.3619 -0.3260
4 C -2.9011 6.4663 0.5887
5 O -3.0644 6.6710 1.7895
6 C -2.4846 5.1145 -0.0817
7 F -3.6267 4.5187 -0.4659
8 F -1.7154 5.1790 -1.1436
9 F -1.9143 4.4032 0.8843
10 H -6.0304 8.1645 -0.4269
11 H -5.7662 9.1897 0.9422
12 H -5.3695 7.3912 1.0797
13 H -3.4418 8.9042 0.9945
14 H -3.7737 9.2520 -0.7283
15 C 1.2403 1.7291 5.4156
16 C 0.2145 0.7238 4.7922
17 O -0.1885 -0.1388 5.9134
18 C -0.7330 -1.3076 5.6716
19 O -0.7081 -1.9151 4.6490
20 C -1.5270 -1.9590 6.9012
21 F -0.8247 -3.0996 7.3022
22 F -1.6577 -1.1792 7.9267
23 F -2.7045 -2.3773 6.4771
24 H 1.5659 2.5599 4.8312
25 H 2.0868 1.0776 5.6621
26 H 0.7539 2.0991 6.3243
27 H 0.4880 0.1176 3.9312
28 H -0.6217 1.2916 4.4170
29 C 1.3241 3.2748 -0.4279
30 C 1.4409 2.8418 -1.8347
31 O 0.1111 2.9014 -2.4625
32 C 0.0111 3.2457 -3.7361
33 O 0.9483 3.5683 -4.4395
34 C -1.4456 3.1601 -4.2864
35 F -2.3775 3.3972 -3.3682
36 F -1.5712 4.0608 -5.2151
37 F -1.6888 1.9816 -4.8020
38 H 0.7143 2.5064 0.0703
39 H 0.8935 4.2658 -0.2551
40 H 2.3435 3.1260 -0.0873
41 H 1.8643 1.8394 -1.9454
42 H 2.0417 3.5000 -2.4802
43 C -7.9723 3.7637 -2.7664
44 C -6.8475 4.2084 -1.8539
45 O -6.6196 3.1620 -0.8246
46 C -5.8705 2.1403 -1.1888
47 O -5.3141 1.9188 -2.2373
48 C -5.7379 1.0940 -0.0857
49 F -5.5882 1.5462 1.2116
50 F -6.9243 0.4544 -0.1425
51 F -4.7284 0.2625 -0.3260
52 H -8.1471 4.5256 -3.5348
53 H -8.8920 3.6646 -2.1892
54 H -7.7903 2.8058 -3.2304
55 H -7.0641 5.1059 -1.3262
56 H -5.9206 4.2747 -2.4033
57 C 2.7191 -3.3422 3.7895
58 C 2.1893 -3.9134 5.0811
59 O 2.3133 -2.9281 6.1383
60 C 2.0332 -3.3119 7.3701
61 O 1.5890 -4.3744 7.7567
62 C 2.5210 -2.2291 8.2810
63 F 3.7340 -2.5953 8.6813
64 F 2.6045 -1.0061 7.7789
65 F 1.7205 -2.0804 9.4125
66 H 2.5893 -4.1361 3.0754
67 H 3.7725 -3.1852 3.7373
68 H 2.0440 -2.5149 3.4837
69 H 2.8400 -4.7483 5.3746
70 H 1.1586 -4.3437 5.0639
71 O 1.5110 -3.9901 -6.0974
72 S 0.7936 -3.1031 -5.2007
73 O -0.5608 -3.3785 -4.8232
74 O 1.5623 -3.0564 -3.8345
75 C 2.9676 -3.1757 -3.7031
76 C 3.2220 -3.8655 -2.3647
77 C 0.8507 -1.5499 -5.9716
78 H 3.4112 -2.1557 -3.6983
79 H 3.3929 -3.6682 -4.5318
80 H 2.8599 -4.8674 -2.4005
81 H 2.7054 -3.2483 -1.6378
82 H 4.2827 -3.8680 -2.1755
83 H 0.3820 -0.8829 -5.2594
84 H 0.1552 -1.6075 -6.8234
85 H 1.8110 -1.2670 -6.4394
86 O 4.4851 1.8595 -0.5785
87 S 4.9005 0.9965 -1.6808
88 O 4.2420 1.1042 -2.9628
89 O 6.4051 1.3289 -1.9273
90 C 7.2210 1.6057 -0.7768
91 C 8.6044 1.8226 -1.3548
92 C 4.7872 -0.7359 -1.1909
93 H 7.1254 0.6958 -0.1401
94 H 6.8966 2.4693 -0.2378
95 H 9.2956 1.7343 -0.4813
96 H 8.6597 2.8663 -1.6698
97 H 8.7852 1.1231 -2.1439
98 H 5.2103 -0.8426 -0.2195
99 H 5.2551 -1.3079 -1.9826
100 H 3.7274 -0.9065 -1.2241
101 O 1.0449 -6.8308 -4.3533
102 S 0.0058 -7.0033 -3.3744
103 O -0.2280 -8.2662 -2.7415
104 O 0.4226 -5.9367 -2.3261
105 C -0.3169 -5.8877 -1.0831
106 C 0.4866 -6.4947 0.0498
107 C -1.4787 -6.4688 -4.0221
108 H -1.2665 -6.4939 -1.1980
109 H -0.5281 -4.8448 -0.9671
110 H 1.3945 -5.8711 0.2279
111 H 0.6777 -7.5619 0.0476
112 H -0.1416 -6.3400 0.9721
113 H -2.3434 -6.7778 -3.4256
114 H -1.5108 -6.8811 -5.0347
115 H -1.3756 -5.3702 -4.0699
116 O 1.1758 -1.5306 -0.6370
117 S 0.7099 -1.1160 0.6625
118 O 1.6431 -0.6400 1.6058
119 O -0.3335 0.0201 0.4581
120 C -1.0667 0.1642 -0.7786
121 C -1.9440 1.4147 -0.5985
122 C -0.2281 -2.4879 1.3141
123 H -1.6823 -0.7255 -0.8725
124 H -0.3283 0.1994 -1.5971
125 H -2.4189 1.6163 -1.5662
126 H -1.3161 2.1647 -0.1641
127 H -2.7015 1.1271 0.1697
128 H -0.9744 -2.7133 0.6071
129 H -0.6037 -2.2584 2.3004
130 H 0.4794 -3.3068 1.1808

Cartesian forces (eV/Å) of the 3 atoms listed first:
-0.46 0.28 -1.09
0.14 -0.12 -0.57
-0.04 -0.39 -0.81

The calculation puts the relative energy (zero: lowest compared OMol25 entry of this formula, charge and spin) at 0.279 eV. The structure (SMILES) is CCOC(=O)C(F)(F)F.CCOC(=O)C(F)(F)F.CCOC(=O)C(F)(F)F.CCOC(=O)C(F)(F)F.CCOC(=O)C(F)(F)F.CCOS(C)(=O)=O.CCOS(C)(=O)=O.CCOS(C)(=O)=O.CCOS(C)(=O)=O. The LUMO energy comes out at 0.22 eV. The frontier orbital gap is 10.95 eV. Its HOMO energy is -10.74 eV.

Löwdin atomic charge list, values in e, 4 entries: atom 1 (C): -0.058, atom 2 (C): -0.183, atom 3 (O): 0.023, atom 4 (C): -0.361

***

2.
This record from the OMol25 dataset describes one molecule with the formula C3H2O2. The level of theory is ωB97M-V with the def2-TZVPD basis set.

Element x y z (Å)
1 C -0.0146 0.0059 0.0727
2 C 1.0408 -0.0636 0.9841
3 C -0.7777 0.0505 -0.9480
4 O 2.1207 0.0707 1.4134
5 O -0.2669 -0.3705 1.3929
6 H -1.7959 -0.1122 -1.0731
7 H -0.3064 0.4192 -1.8419

Cartesian forces (eV/Å) of the 3 atoms listed first:
7.88 -0.75 10.03
-0.92 0.87 -4.22
-4.24 1.02 -8.75

The calculation puts the relative energy (zero: lowest compared OMol25 entry of this formula, charge and spin) at 2.015 eV. As for the multiplicity: 3. The LUMO energy (spin up / spin down) comes out at 0.76 / -3.27 eV. The frontier orbital gap (spin up / spin down) is 7.11 / 7.37 eV. Its HOMO energy (spin up / spin down) is -6.35 / -10.64 eV.

Löwdin atomic charge list, values in e, 4 entries: atom 1 (C): -0.193, atom 2 (C): -0.417, atom 3 (C): 0.129, atom 4 (O): 0.141

***

3.
This record from the OMol25 dataset describes C25H39BrKLiMgN3O13PS as an isolated structure. The level of theory is ωB97M-V with the def2-TZVPD basis set.

Element x y z (Å)
1 C -3.4944 1.1192 1.9702
2 C -3.3451 0.6166 0.5480
3 C -2.2127 0.7739 -0.2006
4 C -0.9734 1.4676 0.4774
5 C 0.1408 0.3012 0.5805
6 C -0.3570 -0.9808 1.2401
7 C -0.2967 -2.1668 0.3399
8 O -0.5969 -2.1557 -0.8445
9 O 0.0972 -3.2902 0.9293
10 C -2.1311 0.2876 -1.6266
11 C -3.1833 -0.3501 -2.1777
12 C -4.3472 -0.5543 -1.4033
13 N -5.4628 -1.1967 -1.7811
14 S -6.4382 -1.1372 -0.5291
15 N -5.5902 -0.3180 0.5630
16 C -4.4432 -0.0701 -0.0745
17 H -3.0692 0.4361 2.7002
18 H -3.0236 2.0986 2.0208
19 H -4.5539 1.2791 2.1512
20 H -1.1747 1.8126 1.4815
21 H -0.6400 2.3792 -0.0834
22 H 0.9201 0.7111 1.2301
23 H 0.5691 0.1134 -0.4150
24 H -1.3432 -0.8970 1.6951
25 H 0.3025 -1.2019 2.0770
26 H -0.3017 -4.0166 0.4158
27 H -1.2323 0.4241 -2.2525
28 H -3.1272 -0.7288 -3.1891
29 C 0.0413 8.5893 1.2216
30 O 0.1128 7.3312 0.5215
31 P 0.7569 6.0629 1.3325
32 O 2.1254 6.5537 1.6620
33 O 0.6980 5.1284 0.0177
34 C 1.5869 5.4051 -1.0569
35 O 0.5862 4.7513 2.2828
36 C 0.9370 4.8857 3.6733
37 H -0.7425 9.1855 0.7605
38 H -0.1932 8.4494 2.2745
39 H 0.9920 9.1096 1.1240
40 H 2.4710 5.9590 -0.7425
41 H 1.0670 5.9656 -1.8346
42 H 1.8990 4.4420 -1.4513
43 H 0.6359 5.8513 4.0721
44 H 2.0107 4.7571 3.7869
45 H 0.4210 4.1010 4.2220
46 O -1.5601 -1.1543 3.9689
47 H -1.3041 -2.0818 3.9462
48 H -2.5530 -1.1811 3.7865
49 Mg -0.4392 -4.0231 -2.1134
50 Br -3.9936 -1.6505 5.3099
51 C 5.3409 0.4019 -2.6505
52 C 6.2048 1.1144 -1.8307
53 C 5.7041 2.0080 -0.8916
54 C 4.3364 2.1826 -0.7651
55 C 3.4724 1.4646 -1.5841
56 C 3.9717 0.5814 -2.5270
57 H 5.7324 -0.2898 -3.3839
58 H 7.2733 0.9739 -1.9246
59 H 6.3809 2.5664 -0.2590
60 H 3.9431 2.8755 -0.0304
61 H 2.4220 1.5968 -1.4878
62 H 3.2969 0.0270 -3.1730
63 C 0.9889 -6.1644 2.4510
64 C 1.2708 -7.2470 3.4949
65 O 0.6658 -7.1200 4.6114
66 O 2.0511 -8.1493 3.1723
67 H 0.2898 -5.4210 2.8321
68 H 1.9174 -5.6618 2.1802
69 H 0.5619 -6.6184 1.5552
70 K 0.8466 1.4743 -1.6566
71 O 4.6853 -4.0177 -6.2040
72 C 4.5044 -2.9478 -5.6497
73 C 6.0565 -1.9523 -6.0141
74 O 5.9350 -0.8629 -5.4623
75 H 4.4644 -2.8979 -4.5444
76 H 3.7161 -2.2624 -6.0159
77 H 6.1299 -1.9748 -7.1171
78 H 6.8793 -2.6156 -5.6892
79 C -7.5492 -4.1863 0.1924
80 N -8.2754 -5.4810 0.0669
81 O -7.7808 -6.3374 -0.6346
82 O -9.3154 -5.5851 0.6782
83 H -6.6455 -4.2372 -0.4036
84 H -8.2115 -3.4078 -0.1699
85 H -7.3134 -4.0432 1.2435
86 Li -0.1979 -8.9793 4.9838

Cartesian forces (eV/Å) of the 3 atoms listed first:
-0.27 0.35 -1.05
0.20 -0.09 -0.14
0.94 0.91 -0.77

The LUMO energy comes out at -2.80 eV. The frontier orbital gap is 3.09 eV. Its HOMO energy is -5.89 eV.

Löwdin atomic charge list, values in e, 4 entries: atom 1 (C): 0.001, atom 2 (C): -0.155, atom 3 (C): -0.143, atom 4 (C): -0.124

***

Short version: max |F| = 3.334 12.780 6.241 eV Å⁻¹, in the order given.